Entry from OMol25: 4 unconnected molecules or ions with the total composition C29H47ClFN7O8P in a non-equilibrium geometry (wB97M-V/def2-TZVPD).

ORCA input file:
```
! RIJCOSX wB97M-V def2-TZVPD def2/J DEFGRID3
* xyz 1 1
C -0.171 -6.062 -0.236
C -0.076 -4.450 -0.208
C 0.414 -3.820 -1.644
Cl 0.104 -4.881 -3.103
C 0.075 -2.273 -1.821
C 1.299 -1.282 -1.937
C 2.840 -1.694 -1.957
O 3.497 -1.507 -0.648
N 3.762 -2.791 -0.206
O 3.343 -2.950 0.894
C 1.062 0.291 -2.055
C 2.226 1.382 -2.128
N 2.309 2.081 -0.780
C -0.438 0.732 -2.075
C -0.705 2.314 -2.223
C -0.662 3.081 -0.785
O -0.450 2.414 0.265
F -0.818 4.493 -0.662
C -1.608 -0.334 -1.974
C -3.045 0.352 -1.984
C -3.348 1.244 -0.636
C -4.871 1.109 -0.141
C -5.122 1.213 1.401
C -6.532 1.150 2.055
C -7.788 0.943 1.127
C -7.558 0.850 -0.412
C -6.113 0.924 -1.056
N -1.328 -1.787 -1.874
P -2.767 -2.788 -1.840
N -3.637 -2.370 -0.539
O -3.611 -2.463 -3.316
O -2.645 -4.447 -1.783
H 0.079 -6.418 0.835
H 0.624 -6.553 -0.911
H -1.233 -6.452 -0.461
H -1.056 -3.971 0.163
H 0.712 -4.196 0.606
H 1.563 -3.924 -1.506
H 3.338 -1.046 -2.782
H 3.066 -2.770 -2.268
H 3.276 0.969 -2.311
H 2.063 2.178 -2.957
H 3.257 1.868 -0.404
H 2.274 3.103 -0.981
H -1.725 2.574 -2.668
H 0.078 2.850 -2.871
H -3.948 -0.333 -2.068
H -3.078 1.021 -2.933
H -3.238 2.344 -0.994
H -2.615 0.999 0.211
H -4.224 1.381 2.109
H -6.594 1.265 3.195
H -8.805 0.873 1.651
H -8.497 0.702 -1.070
H -5.988 0.863 -2.203
H -3.081 -1.673 0.001
H -4.549 -2.739 -3.143
H -3.111 -4.772 -0.972
C 3.126 -7.159 1.144
O 2.168 -6.405 1.189
N 4.289 -6.998 1.837
C 5.384 -7.941 1.730
C 4.436 -5.847 2.707
H 3.121 -8.064 0.515
H 5.591 -8.359 2.718
H 6.269 -7.418 1.360
H 5.136 -8.753 1.044
H 3.651 -5.871 3.467
H 4.325 -4.935 2.117
H 5.414 -5.855 3.190
C -0.846 4.433 5.002
O -0.941 4.648 6.195
N 0.137 3.693 4.409
C 0.181 3.482 2.977
C 1.167 3.100 5.239
H -1.577 4.837 4.281
H 0.126 2.410 2.774
H 1.123 3.880 2.588
H -0.651 3.983 2.480
H 0.701 2.429 5.965
H 1.691 3.892 5.780
H 1.877 2.542 4.627
C 2.352 5.467 -1.280
O 3.140 4.690 -1.804
N 2.314 6.810 -1.493
C 1.348 7.666 -0.833
C 3.270 7.405 -2.409
H 1.584 5.122 -0.569
H 0.741 8.166 -1.591
H 1.882 8.412 -0.240
H 0.696 7.087 -0.177
H 3.148 6.954 -3.397
H 4.283 7.199 -2.053
H 3.117 8.483 -2.476
*
```

Calculated values
Maximum force: 6.52 eV Å⁻¹
E_tot: -3019.16504 a.u.
HOMO: -10.60 eV
Gap between HOMO and LUMO: 5.88 eV

Entry from OMol25: a molecular structure, C24H34GeN2O4RhSe3 in a non-equilibrium geometry (wB97M-V/def2-TZVPD).

ORCA input file:
```
! RIJCOSX wB97M-V def2-TZVPD def2/J DEFGRID3
* xyz -1 1
Rh -1.480 -0.128 0.610
O -3.248 0.914 1.027
C -4.196 1.103 0.167
C -4.890 2.335 0.152
C -5.943 2.565 -0.702
C -6.374 1.572 -1.586
C -5.717 0.365 -1.602
C -4.620 0.103 -0.766
C -3.933 -1.144 -0.932
N -2.857 -1.500 -0.319
N -2.348 -2.727 -0.561
C -1.066 -2.846 -0.331
O -0.285 -1.855 -0.051
C -0.515 -4.216 -0.441
C 0.790 -4.483 -0.034
C 1.323 -5.752 -0.190
C 0.569 -6.766 -0.760
C -0.746 -6.516 -1.133
C -1.287 -5.253 -0.970
H -4.566 3.100 0.847
H -6.448 3.523 -0.686
H -7.211 1.750 -2.250
H -6.035 -0.419 -2.281
H -4.333 -1.837 -1.673
H 1.375 -3.685 0.400
H 2.341 -5.946 0.126
H 1.006 -7.746 -0.911
H -1.346 -7.309 -1.561
H -2.308 -5.037 -1.247
O 1.536 1.761 4.361
C 1.106 2.309 3.128
C -0.405 2.595 3.068
C -0.656 3.777 4.028
O -2.022 4.070 4.267
C -1.236 1.411 3.572
Se -0.696 -0.373 2.934
C -0.812 3.034 1.660
Se -0.221 1.937 0.128
H 1.176 0.866 4.411
H 1.374 1.652 2.298
H 1.652 3.250 3.007
H -0.134 4.661 3.633
H -0.224 3.534 5.000
H -2.456 4.205 3.418
H -2.279 1.526 3.286
H -1.184 1.366 4.661
H -0.401 4.028 1.460
H -1.899 3.076 1.572
C 6.211 1.062 -2.841
Ge 4.274 0.656 -2.675
C 3.360 2.206 -1.881
C 3.500 0.300 -4.453
C 4.063 -1.026 -1.659
Se 2.212 -1.339 -1.029
C 2.505 -0.469 0.675
H 6.360 1.918 -3.500
H 6.759 0.214 -3.253
H 6.641 1.305 -1.869
H 3.397 3.044 -2.580
H 3.824 2.524 -0.947
H 2.314 1.974 -1.682
H 3.630 1.143 -5.132
H 2.432 0.111 -4.337
H 3.951 -0.583 -4.906
H 4.722 -1.068 -0.792
H 4.317 -1.861 -2.314
H 2.693 0.589 0.507
H 3.356 -0.940 1.167
H 1.607 -0.609 1.267
*
```

Calculated values
Maximum force: 1.53 eV Å⁻¹
E_tot: -10737.21463 a.u.
HOMO (alpha / beta): -4.64 / -4.64 eV
Gap between HOMO and LUMO (alpha / beta): 6.29 / 6.29 eV

Entry from OMol25: C2H8NOP in the gas phase in a non-equilibrium geometry (wB97M-V/def2-TZVPD).

ORCA input file:
```
! RIJCOSX wB97M-V def2-TZVPD def2/J DEFGRID3
* xyz 0 1
C -0.951 1.505 0.563
N -0.970 0.057 0.421
P 0.457 -0.789 0.366
C 1.002 -0.861 -1.359
O 0.125 -2.449 1.248
H -0.565 1.839 1.532
H -0.329 1.929 -0.224
H -1.967 1.884 0.446
H -1.575 -0.410 1.088
H 1.442 -0.050 1.009
H 0.296 -1.468 -1.923
H 1.051 0.143 -1.775
H 1.984 -1.329 -1.390
*
```

Calculated values
Maximum force: 7.64 eV Å⁻¹
E_tot: -552.28751 a.u.
HOMO: -8.92 eV
Structure (SMILES): CN[P@H](C)=O
Gap between HOMO and LUMO: 9.67 eV

Entry from OMol25: C5H7NOS in the gas phase in a non-equilibrium geometry (wB97M-V/def2-TZVPD).

ORCA input file:
```
! RIJCOSX wB97M-V def2-TZVPD def2/J DEFGRID3
* xyz 0 1
S 3.218 -0.075 -0.059
N 1.552 0.486 0.088
C 0.748 -0.498 0.000
C -0.678 -0.224 0.069
C -1.199 1.023 0.094
C -2.696 0.992 -0.227
C -2.905 -0.538 0.142
O -1.666 -1.208 -0.080
H 3.794 1.175 0.444
H 1.107 -1.572 -0.257
H -0.618 1.887 0.211
H -2.868 1.370 -1.271
H -3.231 1.629 0.506
H -3.692 -1.039 -0.431
H -3.138 -0.518 1.304
*
```

Calculated values
Maximum force: 2.97 eV Å⁻¹
E_tot: -722.81554 a.u.
HOMO: -8.26 eV
Structure (SMILES): S/N=C/C1=CCCO1
Gap between HOMO and LUMO: 8.64 eV

Entry from OMol25: a gas-phase ion, C4H8NO2 (charge -1) in a non-equilibrium geometry (wB97M-V/def2-TZVPD).

ORCA input file:
```
! RIJCOSX wB97M-V def2-TZVPD def2/J DEFGRID3
* xyz -1 1
C 0.862 0.212 -1.189
N 0.418 -0.305 0.114
C 1.385 0.070 1.121
C -0.958 -0.031 0.431
C -2.107 -0.566 -0.516
O -3.074 -1.048 0.126
O -2.105 -0.252 -1.720
H 1.719 -0.403 -1.576
H 1.222 1.228 -1.134
H -0.044 0.195 -1.856
H 1.322 1.118 1.427
H 2.461 -0.172 0.847
H 1.157 -0.593 1.972
H -1.105 -0.488 1.414
H -1.154 1.033 0.540
*
```

Calculated values
Maximum force: 2.55 eV Å⁻¹
E_tot: -362.47873 a.u.
HOMO: -3.87 eV
Structure (SMILES): CN(C)CC(=O)[O-]
Gap between HOMO and LUMO: 7.74 eV

Entry from OMol25: a molecular structure, C6H14N2O2 in a non-equilibrium geometry (wB97M-V/def2-TZVPD).

ORCA input file:
```
! RIJCOSX wB97M-V def2-TZVPD def2/J DEFGRID3
* xyz 0 1
C -2.116 0.611 -0.500
C -0.960 1.211 0.206
N -1.190 -1.039 1.826
C -0.856 2.467 0.633
O -0.304 -0.014 1.439
H -0.828 -1.877 1.344
H -1.022 -1.147 2.825
H -2.997 1.241 -0.363
H -1.940 0.588 -1.578
H -2.331 -0.384 -0.103
H 0.014 2.813 1.173
H -1.733 3.099 0.650
C 2.404 -0.733 0.476
C 1.068 -0.772 -0.187
N 0.648 0.809 -2.031
C 0.488 -1.861 -0.719
O 0.628 0.552 -0.608
H 0.832 -0.096 -2.462
H 1.486 1.375 -2.145
H 3.200 -0.672 -0.275
H 2.475 0.116 1.154
H 2.576 -1.653 1.037
H 0.925 -2.838 -0.569
H -0.468 -1.797 -1.222
*
```

Calculated values
Maximum force: 3.05 eV Å⁻¹
E_tot: -496.71124 a.u.
HOMO: -7.47 eV
Gap between HOMO and LUMO: 8.24 eV

Entry from OMol25: a molecular structure, C10H10BrClPm in a non-equilibrium geometry (wB97M-V/def2-TZVPD).

ORCA input file:
```
! RIJCOSX wB97M-V def2-TZVPD def2/J DEFGRID3
* xyz -1 5
C 1.763 -0.275 -1.846
C 2.786 -1.249 -1.815
C 2.302 -2.422 -2.451
H 3.758 -1.123 -1.338
C 0.965 -2.179 -2.865
C 0.633 -0.846 -2.487
H -0.312 -0.339 -2.669
H 1.852 0.743 -1.470
H 2.826 -3.377 -2.510
H 0.303 -2.899 -3.337
Pm 0.976 -2.171 -0.192
Br 0.545 -0.240 1.486
C -2.500 1.014 2.782
C -3.142 1.454 1.576
C -2.416 2.592 1.078
H -4.023 1.023 1.134
C -1.326 2.849 1.978
C -1.378 1.876 3.031
H -0.696 1.805 3.861
H -2.806 0.187 3.400
H -2.657 3.163 0.198
H -0.603 3.643 1.890
Cl 3.150 -3.231 0.566
*
```

Calculated values
Maximum force: 1.78 eV Å⁻¹
E_tot: -4029.72043 a.u.
HOMO (alpha / beta): -2.34 / -2.34 eV
Gap between HOMO and LUMO (alpha / beta): 3.61 / 3.68 eV

Entry from OMol25: a gas-phase ion, C21H23N4O4S (charge +1) in a non-equilibrium geometry (wB97M-V/def2-TZVPD).

ORCA input file:
```
! RIJCOSX wB97M-V def2-TZVPD def2/J DEFGRID3
* xyz 1 1
C -4.235 -2.526 5.302
C -4.957 -1.599 4.337
C -5.449 -0.338 5.033
N -4.101 -1.228 3.152
C -3.847 -2.353 2.215
C -3.431 -1.811 0.849
C -2.328 -0.802 1.009
C -2.069 -0.259 2.231
S -0.720 0.850 2.244
C -0.508 0.549 0.566
N 0.520 1.143 -0.095
C 1.415 1.895 0.597
O 1.220 2.142 1.773
C 2.609 2.384 -0.187
N 2.915 1.539 -1.312
C 3.170 0.172 -1.209
O 3.101 -0.451 -0.181
C 3.476 -0.268 -2.586
C 3.818 -1.511 -3.075
C 4.049 -1.627 -4.443
C 3.936 -0.532 -5.285
C 3.587 0.722 -4.794
C 3.360 0.838 -3.438
C 2.984 2.013 -2.626
O 2.755 3.150 -2.940
C -1.429 -0.321 0.009
C -1.317 -0.637 -1.426
N -2.326 -1.320 -2.011
O -0.332 -0.311 -2.078
C -2.802 -0.591 3.490
H -3.827 -3.399 4.802
H -4.950 -2.878 6.041
H -3.442 -2.012 5.837
H -5.820 -2.126 3.915
H -5.903 0.357 4.330
H -6.207 -0.609 5.762
H -4.649 0.167 5.567
H -4.631 -0.524 2.627
H -4.751 -2.957 2.124
H -3.047 -2.969 2.628
H -3.091 -2.648 0.235
H -4.299 -1.357 0.356
H 0.610 0.841 -1.074
H 3.460 2.447 0.501
H 2.404 3.386 -0.581
H 3.906 -2.359 -2.414
H 4.323 -2.587 -4.854
H 4.123 -0.654 -6.341
H 3.496 1.578 -5.443
H -3.239 -1.401 -1.607
H -2.239 -1.473 -3.004
H -2.974 0.317 4.071
H -2.220 -1.286 4.100
*
```

Calculated values
Maximum force: 1.06 eV Å⁻¹
E_tot: -1732.09045 a.u.
HOMO: -11.09 eV
Structure (SMILES): CC(C)[N@@H+]1CCc2c(sc(NC(=O)CN3C(=O)c4ccccc4C3=O)c2C(N)=O)C1
Gap between HOMO and LUMO: 8.46 eV

Entry from OMol25: a molecular structure, C52H48Cl2LuN3O2Si in a non-equilibrium geometry (wB97M-V/def2-TZVPD).

ORCA input file:
```
! RIJCOSX wB97M-V def2-TZVPD def2/J DEFGRID3
* xyz -2 1
Lu -0.469 -0.222 -0.129
Cl 3.894 0.964 -2.543
C 3.757 0.612 -0.888
C 4.758 0.935 -0.004
C 4.608 0.630 1.364
Cl 5.865 1.129 2.448
C 3.527 -0.182 1.834
C 3.343 -0.682 3.113
C 2.099 -1.180 3.524
C 1.058 -1.189 2.617
N 1.237 -0.843 1.327
C 2.408 -0.374 0.909
C 2.509 0.033 -0.444
O 1.494 -0.044 -1.255
H 5.594 1.523 -0.350
H 4.230 -0.661 3.750
H 1.933 -1.401 4.583
H 0.112 -1.631 2.943
N -1.131 1.067 -1.871
C -1.128 1.999 -2.607
N -1.142 3.165 -3.262
C -0.961 3.134 -4.744
C -1.732 4.252 -5.457
C -2.188 5.315 -4.527
C -0.995 5.618 -3.584
C -0.645 4.404 -2.652
H -1.190 2.110 -5.106
H 0.120 3.293 -4.928
H -2.605 3.894 -6.024
H -1.058 4.692 -6.237
H -3.068 5.007 -3.899
H -2.591 6.211 -5.027
H -1.176 6.536 -3.013
H -0.101 5.863 -4.138
H -1.136 4.515 -1.705
H 0.459 4.304 -2.565
C -3.944 -1.135 0.732
C -3.244 -1.881 -0.434
C -3.466 -3.340 -0.235
C -3.629 -1.566 -1.856
O -1.736 -1.696 -0.357
H -5.024 -1.201 0.674
H -3.531 -0.126 0.815
H -3.719 -1.694 1.645
H -4.520 -3.512 -0.583
H -3.429 -3.745 0.809
H -2.891 -3.967 -0.931
H -4.735 -1.565 -1.986
H -3.287 -2.296 -2.616
H -3.231 -0.579 -2.038
C 5.400 -4.031 -0.461
C 4.627 -3.809 0.661
C 3.258 -3.606 0.588
C 2.641 -3.650 -0.688
C 3.370 -3.879 -1.830
C 4.730 -4.156 -1.702
Si 0.717 -3.341 -0.663
C 0.018 -3.730 -2.333
C -0.013 -5.092 -2.622
C -0.409 -5.552 -3.856
C -0.866 -4.653 -4.815
C -0.906 -3.278 -4.477
C -0.338 -2.785 -3.307
C 0.239 -4.707 0.604
C 0.960 -5.923 0.656
C 0.715 -6.845 1.656
C -0.283 -6.610 2.609
C -1.100 -5.482 2.468
C -0.846 -4.577 1.462
H 6.472 -4.148 -0.332
H 4.999 -3.929 1.670
H 2.642 -3.371 1.452
H 2.919 -3.798 -2.783
H 5.316 -4.343 -2.594
H 0.281 -5.814 -1.874
H -0.377 -6.591 -4.123
H -1.342 -4.910 -5.755
H -1.360 -2.544 -5.107
H -0.276 -1.704 -3.080
H 1.805 -6.196 0.054
H 1.241 -7.765 1.589
H -0.469 -7.357 3.425
H -1.969 -5.331 3.124
H -1.349 -3.598 1.510
C -0.983 1.429 1.377
C -0.965 2.519 1.960
C -0.850 3.681 2.758
C -2.000 4.539 2.851
C -3.028 4.385 1.900
C -4.223 5.079 1.983
C -4.454 5.888 3.091
C -3.434 6.079 4.040
C -2.286 5.329 3.982
C 0.401 3.923 3.457
C 0.741 5.220 3.878
C 2.030 5.492 4.393
C 2.972 4.470 4.506
C 2.658 3.153 4.068
C 1.381 2.894 3.582
H -2.838 3.645 1.131
H -4.974 5.006 1.170
H -5.424 6.329 3.117
H -3.597 6.702 4.905
H -1.581 5.373 4.777
H 0.029 6.027 3.718
H 2.248 6.470 4.757
H 3.925 4.692 5.008
H 3.432 2.389 4.162
H 1.064 1.904 3.210
*
```

Calculated values
Maximum force: 4.86 eV Å⁻¹
E_tot: -4770.46793 a.u.
HOMO: -0.11 eV
Gap between HOMO and LUMO: 3.64 eV

Entry from OMol25: 2 unconnected molecules or ions with the total composition C3H8NS in a non-equilibrium geometry (wB97M-V/def2-TZVPD).

ORCA input file:
```
! RIJCOSX wB97M-V def2-TZVPD def2/J DEFGRID3
* xyz -1 1
C 2.957 0.287 1.839
S 1.029 0.543 2.150
H 3.043 -0.770 1.594
H 3.436 0.312 2.860
H 3.435 1.114 1.157
C -2.002 0.165 -2.209
C -1.468 -0.654 -0.026
N -2.398 -0.691 -1.010
H -2.817 0.442 -2.846
H -1.581 1.072 -1.800
H -1.250 -0.503 -2.644
H -1.551 -1.479 0.669
H -0.833 0.161 0.266
*
```

Calculated values
Maximum force: 5.43 eV Å⁻¹
E_tot: -571.98967 a.u.
HOMO: -2.41 eV
Gap between HOMO and LUMO: 6.24 eV

Entry from OMol25: a molecular structure, C26H26CdF3N5O2S5 (wB97M-V/def2-TZVPD).

ORCA input file:
```
! RIJCOSX wB97M-V def2-TZVPD def2/J DEFGRID3
* xyz 0 1
Cd 0.105 -0.002 0.533
C -0.985 -2.490 -2.000
C -1.786 -2.915 -0.765
N -1.528 -2.083 0.418
C -1.263 -2.867 1.628
C 0.074 -3.604 1.614
S 1.494 -2.513 1.314
C 2.194 -3.189 -0.223
C 1.215 -3.398 -1.378
N 0.400 -2.228 -1.658
H -1.406 -1.569 -2.400
H -1.109 -3.264 -2.770
H -1.542 -3.952 -0.521
H -2.849 -2.905 -1.016
H -2.346 -1.525 0.622
H -2.053 -3.606 1.807
H -1.275 -2.183 2.473
H 0.093 -4.394 0.865
H 0.219 -4.078 2.584
H 2.695 -4.128 0.016
H 2.955 -2.457 -0.498
H 0.559 -4.235 -1.141
H 1.792 -3.714 -2.255
H 0.853 -1.621 -2.325
F 3.040 0.453 -4.011
C 2.338 1.599 -4.026
F 2.283 1.998 -5.317
F 3.047 2.520 -3.363
C 0.955 1.424 -3.462
C -0.135 1.680 -4.268
C -1.424 1.504 -3.779
C -1.552 1.060 -2.483
N -0.510 0.811 -1.686
C 0.759 0.986 -2.129
S 2.028 0.639 -1.008
H 0.022 2.018 -5.283
H -2.295 1.703 -4.389
H -2.534 0.897 -2.048
S -1.481 4.972 1.158
C -1.381 3.363 0.534
N -0.258 2.753 0.677
C 0.664 3.584 1.324
C 1.992 3.268 1.616
C 2.774 4.203 2.261
C 2.259 5.455 2.622
C 0.953 5.791 2.331
C 0.166 4.845 1.676
H -2.253 2.912 0.074
H 2.389 2.307 1.326
H 3.806 3.966 2.489
H 2.896 6.172 3.128
H 0.552 6.761 2.598
O -3.700 -0.624 2.067
S -3.003 0.566 2.494
O -3.482 1.814 1.966
N -1.382 0.374 2.257
C -0.685 0.392 3.401
S 0.968 0.229 3.434
C -1.558 0.554 4.601
C -1.178 0.632 5.928
C -2.171 0.804 6.886
C -3.511 0.905 6.520
C -3.894 0.837 5.187
C -2.894 0.653 4.253
H -0.130 0.559 6.193
H -1.899 0.865 7.932
H -4.269 1.047 7.282
H -4.933 0.920 4.892
*
```

Calculated values
Maximum force: 0.47 eV Å⁻¹
E_tot: -3889.00872 a.u.
HOMO: -7.96 eV
Gap between HOMO and LUMO: 7.75 eV

- The lowest E_tot belongs to which entry?
  C24H34GeN2O4RhSe3

- Among the records above, which one has the lowest maximum force?
  C26H26CdF3N5O2S5

- Which value of E_tot does entry 6 give?
  -496.71124 a.u.